Run i
# C5H11N

An isolated molecule of C5H11N (ωB97M-V/def2-TZVPD, the Open Molecules 2025 dataset).

Each line ends with the Mulliken charge.
Cartesian coordinates (Å):
1 C -1.599 1.496 -1.889  -0.634
2 C -0.845 1.143 -0.840  -0.069
3 C 0.489 0.168 -0.975  -0.378
4 C 1.393 -0.096 0.287  -0.981
5 N 0.737 -0.376 1.525  -0.244
6 C -0.150 -1.496 1.515  -0.978
7 H -1.309 1.413 -2.920  0.277
8 H -2.650 1.923 -1.720  0.212
9 H -0.764 1.725 0.175  0.195
10 H 0.234 -0.907 -1.200  0.252
11 H 1.203 0.457 -1.807  0.386
12 H 2.285 -0.859 0.262  0.292
13 H 2.025 0.728 0.403  0.431
14 H 0.162 0.282 2.164  0.302
15 H -0.246 -1.650 2.618  0.381
16 H 0.259 -2.492 1.152  0.286
17 H -1.225 -1.459 1.249  0.271

highest occupied orbital energy: -8.48 eV
SMILES: C=CCCNC
gap between HOMO and LUMO: 0.35302 Ha

Run ii
# C5H11N

A cluster of 2 separate species, C5H11N in total (ωB97M-V/def2-TZVPD, the Open Molecules 2025 dataset).

Each line ends with the Mulliken charge.
Cartesian coordinates (Å):
1 C -0.931 0.070 -1.674  -0.657
2 N -1.134 0.455 -0.358  -0.125
3 C -1.469 -0.365 0.814  -0.299
4 C -0.275 0.464 0.635  0.341
5 C 1.195 -1.115 -0.421  -1.268
6 C 0.728 1.358 1.249  -1.172
7 H -0.404 0.830 -2.254  0.257
8 H 0.179 -0.769 -1.110  0.223
9 H -1.793 -0.360 -2.176  0.281
10 H -1.357 -1.452 0.716  0.233
11 H -2.344 -0.038 1.378  0.243
12 H 1.367 -1.289 0.650  0.300
13 H 2.003 -0.474 -0.788  0.320
14 H 1.284 -2.091 -0.906  0.383
15 H 1.108 0.922 2.178  0.283
16 H 1.575 1.532 0.576  0.272
17 H 0.267 2.323 1.489  0.384

highest occupied orbital energy: -7.23 eV
gap between HOMO and LUMO: 0.29994 Ha

Tell me which of them is the least stable. Sure, it is run ii.